1.
This record from the Open Molecules 2025 dataset describes C5H5N in the gas phase in a non-equilibrium geometry. The level of theory is wB97M-V/def2-TZVPD.

Last columns: bonded neighbours and bond lengths (Å).
CARTESIAN COORDINATES (ANGSTROEM)
1 C -0.16526 -1.58956 -0.11358  C2 1.309, C6 1.520, H7 1.074
2 C 0.07180 -1.94620 1.12294  C1 1.309, N3 1.393, C4 1.660
3 N 0.33386 -1.71787 2.47238  C2 1.393, C4 1.259
4 C 0.36003 -0.55702 1.98500  C2 1.660, N3 1.259, C5 1.462
5 C 0.30080 0.51783 0.99591  C4 1.462, C6 1.560, H8 1.091, H9 1.095
6 C -0.14119 -0.09204 -0.37076  C1 1.520, C5 1.560, H10 1.094, H11 1.095
7 H -0.37164 -2.28175 -0.90806  C1 1.074
8 H -0.38742 1.29576 1.33083  C5 1.091
9 H 1.29231 0.97733 0.93151  C5 1.095
10 H 0.54533 0.18401 -1.17590  C6 1.094
11 H -1.13837 0.25601 -0.66005  C6 1.095

Properties
**Electronic energy**: -6750.772 eV
**Energy above the lowest of the compared OMol25 structures with the same formula, charge and spin**: 495.6 kJ/mol
**LUMO**: 0.0313 Ha
**Structure (SMILES)**: C1=C2N=C2CC1
**Molar mass**: 79.10 Da
**Net charge**: 0
**Gap between HOMO and LUMO**: 8.90 eV

2.
This record from the Open Molecules 2025 dataset describes C2H5N3S in the gas phase. The level of theory is wB97M-V/def2-TZVPD.

Last columns: bonded neighbours and bond lengths (Å).
CARTESIAN COORDINATES (ANGSTROEM)
1 H -0.29200 -1.30125 1.15800  N2 0.999
2 N -1.01318 -1.57509 0.52319  H1 0.999, C3 1.264
3 C -1.33614 -0.66421 -0.29190  N2 1.264, N4 1.404, H8 1.080
4 N -0.79387 0.61980 -0.46027  C3 1.404, C5 1.406, H9 1.031
5 C 0.30732 1.16252 0.22528  N4 1.406, N6 1.270, H10 1.092
6 N 1.46627 0.66869 0.38855  C5 1.270, S7 1.701
7 S 1.89869 -0.81766 -0.31705  N6 1.701, H11 1.352
8 H -2.12892 -0.84852 -1.00132  C3 1.080
9 H -1.46235 1.31096 -0.83349  N4 1.031
10 H 0.14463 2.17184 0.60830  C5 1.092
11 H 3.20956 -0.72709 0.00072  S7 1.352

Properties
**Electronic energy**: -17459.470 eV
**Energy above the lowest of the compared OMol25 structures with the same formula, charge and spin**: 158.4 kJ/mol
**LUMO**: 0.0255 Ha
**Structure (SMILES)**: [H]/N=C\N/C=N\S
**Molar mass**: 103.15 Da
**Net charge**: 0
**Gap between HOMO and LUMO**: 9.62 eV